{
  "formula": "C4H16N6",
  "method": "ωB97M-V/def2-TZVPD",
  "species": ["C", "C", "N", "N", "N", "H", "H", "H", "H", "H", "H", "H", "H", "C", "C", "N", "N", "N", "H", "H", "H", "H", "H", "H", "H", "H"],
  "xyz": [[-1.8672, -1.8764, -0.0545], [-1.5860, -0.3025, 1.7404], [-2.3361, -0.8204, 0.7951], [-0.4377, -0.9542, 2.1627], [-1.8698, 0.8250, 2.3913], [-3.2464, -0.3829, 0.6665], [0.2891, -1.0374, 1.4758], [-0.3319, -1.2287, 3.1263], [-2.7603, 1.2952, 2.2801], [-1.3948, 1.2145, 3.1906], [-1.0593, -1.6769, -0.7262], [-2.7628, -2.3760, -0.4812], [-1.7662, -2.8624, 0.4311], [1.3178, 2.2672, -0.4577], [1.7867, 0.1537, -1.5875], [2.0687, 1.0007, -0.5953], [0.6651, 0.2880, -2.2943], [2.5801, -0.9163, -1.7538], [2.9918, 1.0877, -0.1947], [0.0217, 1.0635, -2.2022], [0.5618, -0.1804, -3.1829], [3.4819, -0.9250, -1.3082], [2.2226, -1.5802, -2.4213], [1.4796, 3.0887, -1.1435], [1.6755, 2.8432, 0.4443], [0.2764, 1.9925, -0.3009]],
  "relative_energy_kcal_mol": 35.94,
  "charge": 2
}

{
  "formula": "C4H16N6",
  "method": "ωB97M-V/def2-TZVPD",
  "species": ["C", "C", "N", "N", "N", "H", "H", "H", "H", "H", "H", "H", "H", "C", "C", "N", "N", "N", "H", "H", "H", "H", "H", "H", "H", "H"],
  "xyz": [[1.4984, 2.3966, 0.3993], [-0.1677, 3.1448, -1.2487], [-1.3824, 3.6555, -1.4133], [0.4082, 3.2886, -0.0324], [0.4797, 2.5270, -2.2154], [-1.6444, 4.3714, -0.7494], [-1.8017, 3.7616, -2.3248], [-0.2802, 3.2846, 0.7091], [1.3301, 2.0084, -2.0902], [0.1578, 2.6993, -3.1569], [1.4999, 1.3836, -0.0118], [1.4409, 2.1961, 1.4588], [2.4641, 2.8296, 0.1434], [1.2740, -2.5961, 1.5903], [-0.8882, -3.0142, 0.4542], [0.4088, -3.2649, 0.6281], [-1.4559, -3.0999, -0.7449], [-1.6647, -2.7838, 1.5110], [0.8850, -3.5557, -0.2150], [-0.9084, -3.1663, -1.5900], [-2.3953, -3.4823, -0.7889], [-1.2650, -2.9529, 2.4201], [-2.5144, -2.2486, 1.4597], [0.8059, -2.5246, 2.5784], [1.6422, -1.6188, 1.2965], [2.0730, -3.2387, 1.9328]],
  "relative_energy_kcal_mol": 3.38,
  "charge": 2
}

{
  "formula": "C4H16NO2",
  "method": "ωB97M-V/def2-TZVPD",
  "species": ["C", "C", "C", "C", "N", "H", "H", "H", "H", "H", "H", "H", "H", "H", "H", "H", "H", "H", "H", "O", "H", "H", "O"],
  "xyz": [[-0.0653, -0.9477, 0.5302], [-0.9624, -0.6401, -0.6818], [-1.4657, 0.7931, -0.7039], [-2.1202, 1.2230, -2.0432], [1.2812, -0.2601, 0.2094], [-0.5492, -0.5588, 1.4336], [0.2066, -1.9783, 0.7668], [-0.3375, -0.9265, -1.5241], [-1.8955, -1.2303, -0.7311], [-2.1307, 1.0142, 0.1369], [-0.6549, 1.4783, -0.4539], [-2.0467, 0.3855, -2.7313], [-1.5810, 2.0764, -2.4164], [-3.1704, 1.4386, -1.8712], [1.6190, -0.7352, -0.6603], [2.0409, -0.5382, 0.9079], [1.2846, 0.7711, 0.1080], [2.2361, 3.2690, 0.9591], [0.8132, 2.7720, 0.5504], [1.7555, 2.5930, 0.4564], [1.4763, -3.6596, 3.1107], [2.5142, -3.4001, 2.1291], [1.7519, -2.9393, 2.5187]],
  "multiplicity": 2,
  "s2": 0.7505,
  "relative_energy_kcal_mol": 11.14
}

Repeat the second record exactly.
{
  "formula": "C4H16N6",
  "method": "ωB97M-V/def2-TZVPD",
  "species": ["C", "C", "N", "N", "N", "H", "H", "H", "H", "H", "H", "H", "H", "C", "C", "N", "N", "N", "H", "H", "H", "H", "H", "H", "H", "H"],
  "xyz": [[1.4984, 2.3966, 0.3993], [-0.1677, 3.1448, -1.2487], [-1.3824, 3.6555, -1.4133], [0.4082, 3.2886, -0.0324], [0.4797, 2.5270, -2.2154], [-1.6444, 4.3714, -0.7494], [-1.8017, 3.7616, -2.3248], [-0.2802, 3.2846, 0.7091], [1.3301, 2.0084, -2.0902], [0.1578, 2.6993, -3.1569], [1.4999, 1.3836, -0.0118], [1.4409, 2.1961, 1.4588], [2.4641, 2.8296, 0.1434], [1.2740, -2.5961, 1.5903], [-0.8882, -3.0142, 0.4542], [0.4088, -3.2649, 0.6281], [-1.4559, -3.0999, -0.7449], [-1.6647, -2.7838, 1.5110], [0.8850, -3.5557, -0.2150], [-0.9084, -3.1663, -1.5900], [-2.3953, -3.4823, -0.7889], [-1.2650, -2.9529, 2.4201], [-2.5144, -2.2486, 1.4597], [0.8059, -2.5246, 2.5784], [1.6422, -1.6188, 1.2965], [2.0730, -3.2387, 1.9328]],
  "relative_energy_kcal_mol": 3.38,
  "charge": 2
}